Model w:
One molecule with the formula C5H13N2, computed with ωB97M-V/def2-TZVPD.

The geometry in ORCA input format:
```
! wB97M-V def2-TZVPD RIJCOSX def2/J DEFGRID3
* xyz 0 2
N -0.34 -0.39 2.14
C -0.20 -0.45 0.50
C -0.78 0.92 -0.06
C -1.55 0.72 -1.37
C -1.16 1.23 -2.58
C 1.11 -0.95 0.00
N 2.39 -0.81 0.87
H 0.16 -1.23 2.60
H -1.42 -0.32 2.51
H 0.15 0.53 2.29
H -0.96 -1.18 0.08
H 0.07 1.54 -0.24
H -1.64 1.53 0.55
H -2.17 -0.12 -1.40
H -0.30 1.97 -2.61
H -1.75 0.89 -3.43
H 1.15 -2.04 -0.38
H 1.26 -0.43 -1.05
H 3.06 -1.46 0.89
H 2.91 0.04 0.69
*
```

Output
Frontier orbital gap (spin up / spin down) = 4.55 / 10.33 eV
HOMO (spin up / spin down) = -3.6 / -9.7 eV

Model x:
One molecule with the formula C5H13N2, computed with ωB97M-V/def2-TZVPD.

The geometry in ORCA input format:
```
! wB97M-V def2-TZVPD RIJCOSX def2/J DEFGRID3
* xyz 0 2
C 1.81 0.12 -1.41
C 0.74 1.22 -1.27
C -0.01 1.43 0.06
N -2.08 -1.21 1.86
C -1.17 -0.17 1.64
C -1.00 0.33 0.41
N 1.26 -1.22 -1.02
H 2.05 0.03 -2.46
H 2.65 0.27 -0.73
H 0.05 1.02 -2.10
H 1.29 2.16 -1.43
H 0.77 1.66 0.78
H -0.62 2.35 0.03
H -2.34 -1.32 2.84
H -1.93 -2.12 1.46
H -0.61 0.15 2.51
H -1.87 0.33 -0.24
H 0.69 -1.30 -0.16
H 1.95 -1.99 -0.81
H 0.69 -1.58 -1.84
*
```

Output
Frontier orbital gap (spin up / spin down) = 4.48 / 9.37 eV
HOMO (spin up / spin down) = -3.4 / -8.5 eV

Least stable = model w

Model w:
A 3-piece molecular cluster, C2H5IO3 overall, computed with ωB97M-V/def2-TZVPD.

The geometry in ORCA input format:
```
! wB97M-V def2-TZVPD RIJCOSX def2/J DEFGRID3
* xyz 0 1
C 0.81 -0.14 -2.39
C -0.46 0.88 1.20
O 1.35 -0.57 -1.41
O -0.09 2.09 1.45
O -0.83 0.27 2.35
I -0.88 -2.44 0.33
H 0.61 0.85 -2.57
H 0.44 -0.78 -3.13
H 0.24 -1.56 -0.30
H -0.06 2.11 2.41
H -1.13 -0.70 2.07
*
```

Output
Frontier orbital gap = 9.33 eV
HOMO = -9.0 eV

Model x:
A 3-piece molecular cluster, C2H5IO3 overall, computed with ωB97M-V/def2-TZVPD.

The geometry in ORCA input format:
```
! wB97M-V def2-TZVPD RIJCOSX def2/J DEFGRID3
* xyz 0 1
C 0.05 -0.75 0.53
C -0.33 2.31 1.75
O 0.03 -0.30 -0.58
O -0.97 1.63 0.82
O -0.10 3.56 1.32
I 0.66 -1.75 -3.58
H 0.85 -0.60 1.20
H -0.78 -1.39 1.07
H -0.12 -0.83 -2.53
H -1.20 2.10 -0.14
H 0.43 4.03 1.92
*
```

Output
Frontier orbital gap = 10.24 eV
HOMO = -9.6 eV

Least stable = model x

Model w:
A 6-piece molecular cluster, CH12O6 overall, computed with ωB97M-V/def2-TZVPD.

The geometry in ORCA input format:
```
! wB97M-V def2-TZVPD RIJCOSX def2/J DEFGRID3
* xyz 0 1
O 1.17 2.46 0.41
C 2.20 1.85 0.44
H 2.42 1.00 -0.23
H 2.90 2.02 1.27
H 0.45 -2.04 0.18
H 1.57 -2.67 -0.64
O 1.01 -1.89 -0.60
H -2.56 1.93 -1.44
H -1.74 0.67 -1.65
O -2.65 0.99 -1.58
H -0.77 0.74 1.17
H -1.32 0.90 2.57
O -0.98 0.24 1.97
H 0.37 -0.67 -1.86
H 1.10 0.27 -2.67
O 0.19 0.16 -2.34
H -0.62 -3.90 1.89
H -0.27 -2.59 2.60
O -0.46 -2.96 1.73
*
```

Output
Frontier orbital gap = 10.67 eV
SMILES = C=O.O.O.O.O.O
HOMO = -10.3 eV

Model x:
A 6-piece molecular cluster, CH12O6 overall, computed with ωB97M-V/def2-TZVPD.

The geometry in ORCA input format:
```
! wB97M-V def2-TZVPD RIJCOSX def2/J DEFGRID3
* xyz 0 1
O -1.08 -1.36 -0.50
C -1.12 -1.82 -1.60
H -0.73 -1.38 -2.57
H -1.44 -2.87 -1.83
H -0.70 0.56 -0.66
H -0.05 1.92 -1.05
O -0.88 1.50 -0.83
H 0.93 -1.06 2.62
H -0.47 -0.02 2.37
O 0.03 -0.81 2.58
H 1.60 -0.92 1.10
H 2.76 0.01 0.74
O 2.14 -0.62 0.36
H -1.63 1.25 0.73
H -1.96 0.00 1.91
O -1.90 0.89 1.59
H 3.00 2.14 -2.20
H 2.28 1.00 -1.34
O 2.20 1.66 -2.03
*
```

Output
Frontier orbital gap = 11.03 eV
SMILES = C=O.O.O.O.O.O
HOMO = -10.7 eV

Least stable = model x

Model w:
An isolated ion of composition C4H11N2O2S and charge +1, computed with ωB97M-V/def2-TZVPD.

The geometry in ORCA input format:
```
! wB97M-V def2-TZVPD RIJCOSX def2/J DEFGRID3
* xyz 1 1
C -0.47 -1.45 1.59
C 1.24 2.25 -2.09
C 0.52 0.98 -1.65
C 0.00 0.95 -0.24
N -0.59 -0.71 2.69
N -0.21 -2.72 1.69
O -0.11 -1.54 -1.12
O -2.21 -0.73 -0.19
S -0.82 -0.68 -0.16
H 0.64 3.10 -1.82
H 2.19 2.26 -1.60
H 1.24 2.14 -3.18
H 1.10 -0.02 -1.68
H -0.41 0.82 -2.13
H 0.77 0.97 0.58
H -0.74 1.80 -0.02
H -0.91 -1.19 3.51
H -0.84 0.29 2.42
H -0.14 -3.21 2.55
H -0.25 -3.32 0.85
*
```

Output
Frontier orbital gap = 10.96 eV
SMILES = CCCS(=O)(=O)C(N)=[NH2+]
HOMO = -15.2 eV

Model x:
A 2-piece molecular cluster, C4H11N2O2S overall, computed with ωB97M-V/def2-TZVPD.

The geometry in ORCA input format:
```
! wB97M-V def2-TZVPD RIJCOSX def2/J DEFGRID3
* xyz 1 1
C 0.02 1.54 1.55
C -0.44 -0.03 -2.12
C 0.07 -1.45 -1.57
C 1.08 -1.70 -0.52
N -1.29 1.65 1.43
N 0.99 2.46 1.77
O 0.57 -1.74 2.30
O -1.38 -1.43 0.77
S 0.02 -1.27 1.09
H -0.34 0.16 -3.21
H -1.49 0.00 -1.84
H 0.16 0.70 -1.61
H 0.41 -1.91 -2.47
H -0.71 -2.10 -1.19
H 1.38 -2.78 -0.29
H 2.07 -1.05 -0.40
H -1.81 2.49 1.77
H -1.91 0.88 1.27
H 0.72 3.43 1.77
H 1.91 2.14 1.49
*
```

Output
Frontier orbital gap (spin up / spin down) = 7.48 / 7.45 eV
HOMO (spin up / spin down) = -13.5 / -13.5 eV

Least stable = model x